[1]
Molecular formula: C13H23CsN2O10P2S
Method: DFT, ωB97M-V/def2-TZVPD

Computed properties:
ΔE to the lowest compared entry with this formula, charge and spin, kJ/mol: 22.5
HOMO-LUMO gap, eV: 9.6
Charge: 0
Spin multiplicity: 1

Last column: Mulliken charge in e.
Geometry (Å):
Cs (-1.30049, 1.53264, 0.49485)  1.381
C (-3.77670, -2.57504, 3.24590)  -1.708
C (-2.41308, -1.91670, 3.06466)  0.890
O (-1.44238, -2.47137, 3.95461)  -0.618
P (-2.48557, -0.09102, 3.36919)  0.772
O (-3.49564, 0.43151, 2.37937)  -0.905
O (-3.06557, 0.04963, 4.85421)  -0.541
O (-1.07097, 0.43353, 3.28610)  -0.796
P (-1.80674, -2.14991, 1.35361)  0.677
O (-0.42912, -1.32227, 1.31734)  -0.232
O (-1.63585, -3.53553, 0.91134)  -0.774
O (-2.84302, -1.31961, 0.45827)  -0.507
H (-4.07495, -2.48077, 4.28987)  0.415
H (-3.72121, -3.63241, 2.97902)  0.459
H (-4.53515, -2.09863, 2.62585)  0.318
H (-1.35492, -3.41052, 3.74679)  0.403
H (-3.32232, -0.65257, 1.02490)  0.356
H (-2.34914, 0.02636, 5.49846)  0.355
H (-0.37175, -0.68299, 2.07697)  0.256
O (-4.04048, 4.33255, 1.92562)  -0.139
C (-3.80177, 4.13501, 0.84650)  0.135
N (6.16645, 3.19412, 0.18601)  -0.364
C (4.83629, 3.26929, 0.45806)  0.409
O (4.27960, 4.32790, 0.67205)  -0.619
C (4.08402, 1.97322, 0.48753)  0.540
C (4.66903, 0.72077, 0.61622)  -0.278
C (3.85711, -0.39999, 0.63674)  -1.016
C (2.48437, -0.22934, 0.52899)  -0.405
N (1.90901, 0.96800, 0.41112)  0.105
C (2.69753, 2.03668, 0.39635)  -0.526
H (6.66546, 4.06321, 0.10446)  0.234
H (6.59186, 2.36169, -0.17619)  0.179
H (5.74024, 0.60780, 0.73113)  0.358
H (4.27337, -1.39132, 0.74734)  0.419
H (1.81338, -1.07974, 0.55270)  0.462
H (2.22776, 3.00879, 0.30349)  0.429
C (0.17743, 0.95848, -5.17413)  -1.107
C (-1.20253, 0.49387, -4.74518)  -0.473
S (-1.39286, 0.34818, -2.95219)  0.383
O (-0.76193, 1.57337, -2.35389)  -0.698
C (-0.27220, -1.03272, -2.61362)  0.156
C (-0.93730, -2.37191, -2.89049)  -1.206
H (0.15282, 1.26574, -6.21955)  0.368
H (0.92459, 0.17142, -5.07853)  0.287
H (0.49048, 1.81015, -4.57066)  0.278
H (-1.48034, -0.47666, -5.16067)  0.332
H (-1.96965, 1.21024, -5.03996)  0.388
H (-0.05937, -0.92705, -1.54671)  -0.201
H (0.66726, -0.89515, -3.15075)  0.377
H (-1.81483, -2.50914, -2.25915)  0.274
H (-0.24042, -3.17930, -2.66995)  0.369
H (-1.23985, -2.47249, -3.93401)  0.353

---

[2]
Molecular formula: C13H23GeINO4RhS
Method: DFT, ωB97M-V/def2-TZVPD

Computed properties:
ΔE to the lowest compared entry with this formula, charge and spin, kJ/mol: 78.7
HOMO-LUMO gap (alpha / beta), eV: 9.6 / 4.6
Charge: +2
Spin multiplicity: 5

Last column: Mulliken spin population.
Geometry (Å):
Rh (0.55230, -0.86100, 1.00330)  2.505
O (-0.97370, -0.45690, -0.48110)  0.147
S (0.08730, 0.20290, -1.24750)  -0.023
O (-0.21070, 0.90210, -2.43020)  0.014
O (1.10190, -0.96950, -1.58060)  0.041
O (0.90880, 0.97620, -0.27020)  0.097
I (0.24370, -2.91190, 2.71350)  0.118
C (-0.17680, -1.11970, 3.83060)  0.016
C (-0.57390, -1.06470, 5.14910)  -0.004
C (-0.72780, 0.20810, 5.69770)  0.005
C (-0.51780, 1.32900, 4.91090)  0.001
C (-0.14990, 1.16450, 3.58120)  0.003
N (0.03520, -0.04710, 3.07080)  0.074
H (-0.74880, -1.96090, 5.72740)  0.001
H (-0.99970, 0.31550, 6.73850)  0.000
H (-0.64020, 2.31970, 5.31840)  0.001
H (0.01050, 2.00440, 2.91750)  0.000
C (3.23030, 1.02630, -5.37460)  0.001
C (4.33000, 1.48420, -4.44670)  0.027
C (3.89680, 2.19800, -3.17580)  0.032
C (2.66880, 1.71340, -2.46300)  0.268
Ge (2.75810, -0.22680, -1.76810)  0.203
C (3.43230, -0.40440, 0.16430)  0.164
C (4.74970, -1.12910, 0.34190)  0.016
C (5.19090, -1.14500, 1.81810)  0.027
C (5.45510, 0.22540, 2.40610)  0.004
H (3.65790, 0.56590, -6.26300)  0.002
H (2.62190, 1.87010, -5.71110)  0.009
H (2.55890, 0.31250, -4.88760)  0.001
H (5.03380, 2.12230, -4.99250)  0.004
H (4.91560, 0.60110, -4.14400)  0.030
H (3.64560, 3.23650, -3.45510)  0.132
H (4.74480, 2.28420, -2.48780)  0.010
H (1.76460, 1.71460, -3.07880)  0.036
H (2.47640, 2.30050, -1.56410)  0.015
H (3.30790, -1.26460, -2.75090)  0.008
H (2.58180, -0.95340, 0.68260)  0.021
H (3.47190, 0.60600, 0.57730)  -0.018
H (5.51610, -0.61240, -0.24200)  0.011
H (4.68900, -2.15560, -0.02460)  -0.001
H (6.11880, -1.72550, 1.85380)  0.005
H (4.45620, -1.68570, 2.41960)  -0.002
H (6.21100, 0.75100, 1.83180)  0.000
H (5.82240, 0.12030, 3.42340)  0.002
H (4.56360, 0.84390, 2.46100)  -0.003

---

[3]
Molecular formula: C13H23N3OS
Method: DFT, ωB97M-V/def2-TZVPD

Computed properties:
ΔE to the lowest compared entry with this formula, charge and spin, kJ/mol: 15.8
HOMO-LUMO gap, eV: 9.3
Charge: 0
Spin multiplicity: 1
SMILES: CCCCCCCCc1nc(SCC(C)=O)n[nH]1

Last column: Mulliken charge in e.
Geometry (Å):
C (5.99533, 1.38255, -0.40507)  -1.300
C (5.29094, 0.23847, 0.31386)  -0.358
C (3.77442, 0.31478, 0.15284)  -0.507
C (3.06794, -0.83229, 0.87206)  -0.897
C (1.54208, -0.73043, 0.83162)  -0.429
C (0.96114, -0.98874, -0.55711)  -0.706
C (-0.55474, -0.80932, -0.61319)  -0.333
C (-1.31849, -1.91386, 0.12597)  -0.360
C (-2.77144, -1.63422, 0.09855)  0.185
N (-3.32484, -0.46042, 0.30177)  -0.229
C (-4.65154, -0.68839, 0.17068)  0.327
S (-5.78127, 0.61373, 0.33048)  -0.178
C (-4.59960, 1.85300, 0.95545)  -0.795
C (-3.37295, 2.06271, 0.08175)  0.992
C (-3.63182, 2.10139, -1.39978)  -1.309
O (-2.30095, 2.29279, 0.57703)  -0.595
N (-4.95315, -1.93767, -0.10729)  -0.980
N (-3.74336, -2.53593, -0.15327)  0.283
H (5.66318, 2.34091, -0.01176)  0.320
H (7.07285, 1.31280, -0.27473)  0.391
H (5.77620, 1.35668, -1.47048)  0.326
H (5.54335, 0.26839, 1.37638)  0.325
H (5.64833, -0.71465, -0.08331)  0.326
H (3.53222, 0.29321, -0.91102)  0.283
H (3.41712, 1.26490, 0.55619)  0.291
H (3.38857, -0.83458, 1.91695)  0.359
H (3.37905, -1.78317, 0.43191)  0.318
H (1.13327, -1.45774, 1.53631)  0.337
H (1.23670, 0.26301, 1.16587)  0.273
H (1.22431, -1.99941, -0.88083)  0.295
H (1.40670, -0.28798, -1.26395)  0.311
H (-0.83022, 0.15153, -0.17636)  0.046
H (-0.87690, -0.80576, -1.65742)  0.354
H (-0.99406, -1.94117, 1.16884)  0.281
H (-1.12271, -2.89105, -0.32203)  0.217
H (-5.16498, 2.78564, 1.00033)  0.416
H (-4.28992, 1.56982, 1.96164)  0.412
H (-4.52947, 2.67816, -1.60956)  0.401
H (-3.78777, 1.09161, -1.77102)  0.317
H (-2.77515, 2.53307, -1.91029)  0.365
H (-3.67835, -3.52236, -0.34799)  0.222

---

[4]
Molecular formula: C13H23N4O2P2Pd
Method: DFT, ωB97M-V/def2-TZVPD

Computed properties:
HOMO-LUMO gap (alpha / beta), eV: 7.8 / 4.1
Charge: +3
Spin multiplicity: 5

Last column: Mulliken spin population.
Geometry (Å):
Pd (-0.07270, 1.06506, 0.90598)  1.106
P (-0.95341, -0.85328, 1.78043)  0.394
C (-2.25526, -1.13237, 0.63684)  0.532
C (-2.55883, -0.11975, -0.29237)  -0.059
N (-1.68678, 0.95810, -0.43804)  0.224
C (-1.73183, 1.73637, -1.52561)  0.059
C (-2.82262, 1.70165, -2.38742)  0.128
C (-3.80536, 0.73859, -2.19690)  -0.021
C (-3.65565, -0.18484, -1.18626)  0.192
C (-0.56977, 2.67174, -1.85438)  0.008
P (1.03471, 1.95064, -1.37349)  0.094
H (-4.33471, -1.03012, -1.04596)  -0.001
H (-2.83422, 2.44777, -3.18336)  0.003
H (-4.67443, 0.72642, -2.84878)  0.003
H (-0.56295, 2.84327, -2.94411)  0.003
H (-0.67892, 3.64472, -1.35335)  0.009
H (-0.70558, -5.42892, -1.52840)  0.000
H (-2.77363, -2.08854, 0.56326)  0.019
H (3.56866, -2.25858, -1.16540)  0.000
O (-0.65972, -4.91011, -2.33831)  0.000
H (-1.57223, -4.94194, -2.66393)  0.000
H (0.77806, 0.82292, -0.43032)  0.025
O (3.83544, -3.11465, -0.82530)  0.000
H (3.37990, -3.15485, 0.03433)  0.000
C (1.63923, 0.82080, -2.64137)  0.015
H (1.96125, 1.29647, -3.57421)  0.011
H (2.49293, 0.28643, -2.20398)  0.002
H (0.85607, 0.08360, -2.84699)  0.000
C (2.30725, 3.07720, -0.82799)  0.026
H (3.10250, 2.49077, -0.34902)  0.003
H (2.74435, 3.66385, -1.65018)  0.011
H (1.90162, 3.76568, -0.07824)  -0.002
C (-1.58250, -0.31325, 3.37890)  0.039
H (-2.01170, -1.14271, 3.94358)  0.029
H (-0.73093, 0.14131, 3.89264)  0.013
H (-2.33208, 0.45429, 3.18150)  0.001
C (-0.06325, -2.41161, 2.06317)  0.043
H (0.98589, -2.17111, 2.29230)  0.005
H (-0.50966, -2.97489, 2.89396)  0.019
H (-0.08755, -3.01681, 1.14470)  -0.001
N (1.71348, 0.94096, 1.98969)  0.293
C (2.29726, 0.92714, 3.01348)  -0.077
N (2.75950, 0.99989, 4.19740)  0.392
C (3.92985, 0.63909, 4.65151)  -0.046
N (4.93830, 0.35360, 5.18999)  0.509

---

[5]
Molecular formula: C13H23N4O2P2Zr
Method: DFT, ωB97M-V/def2-TZVPD

Computed properties:
ΔE to the lowest compared entry with this formula, charge and spin, kJ/mol: 200.2
HOMO-LUMO gap (alpha / beta), eV: 5.0 / 2.2
Charge: +3
Spin multiplicity: 1

Last column: Mulliken charge in e.
Geometry (Å):
Zr (0.02077, 0.04387, 0.94290)  0.623
P (-2.33041, 0.38679, 0.48588)  0.550
C (-2.10463, 0.77033, -1.23947)  -0.616
C (-0.89560, 1.27921, -1.74419)  0.967
N (0.27592, 1.02937, -1.00981)  -0.249
C (1.49336, 1.40744, -1.42139)  0.869
C (1.63727, 2.12742, -2.59532)  -0.690
C (0.51284, 2.43255, -3.35682)  -0.534
C (-0.72197, 2.01740, -2.94318)  -0.743
C (2.64516, 1.02332, -0.51942)  -1.132
P (2.36614, -0.49303, 0.55470)  0.984
H (-1.62976, 2.22589, -3.51932)  0.514
H (2.63758, 2.44428, -2.91360)  0.556
H (0.62111, 2.99687, -4.28659)  0.495
H (3.55365, 0.83215, -1.11040)  0.608
H (2.87236, 1.88620, 0.14239)  0.428
H (-2.26432, -1.30866, -3.13396)  0.293
H (-3.02773, 1.02880, -1.78027)  0.562
H (-0.67408, -3.72384, -1.65833)  0.315
O (-2.05456, -2.19809, -3.42572)  -0.573
H (-2.69895, -2.46695, -4.10085)  0.332
H (-0.29408, -1.58571, 1.39627)  0.146
O (-0.19169, -4.12362, -0.93938)  -0.591
H (0.54070, -3.55169, -0.68932)  0.228
C (2.79370, -1.85343, -0.55545)  -1.391
H (3.83710, -1.73189, -0.88067)  0.435
H (2.71054, -2.83331, -0.04922)  0.418
H (2.16344, -1.89961, -1.46401)  0.420
C (3.61142, -0.40508, 1.83177)  -1.196
H (3.60700, -1.31056, 2.46411)  0.411
H (4.60540, -0.32357, 1.36620)  0.420
H (3.48047, 0.46243, 2.50464)  0.389
C (-3.02921, 1.83354, 1.28524)  -1.162
H (-4.00216, 2.04893, 0.83340)  0.448
H (-3.16559, 1.66593, 2.36186)  0.403
H (-2.38418, 2.71781, 1.16396)  0.351
C (-3.41540, -1.02905, 0.66352)  -1.184
H (-3.62007, -1.23270, 1.72525)  0.421
H (-4.36154, -0.81372, 0.16023)  0.446
H (-2.98243, -1.94428, 0.23033)  0.372
N (-0.06977, 0.94778, 2.84398)  -0.843
C (-0.04489, 1.03425, 4.05172)  0.720
N (-0.03824, 1.08604, 5.31284)  -0.413
C (-0.00604, 0.01036, 6.15329)  0.402
N (0.02137, -0.91019, 6.86219)  -0.210

---

[6]
Molecular formula: C13H23NO3
Method: DFT, ωB97M-V/def2-TZVPD

Computed properties:
ΔE to the lowest compared entry with this formula, charge and spin, kJ/mol: 130.3
HOMO-LUMO gap, eV: 8.5
Charge: 0
Spin multiplicity: 1
SMILES: C[C@H](CC(=O)O)C[C@]1(O)C[C@H]2CC[C@@H]1CN2C

Last column: Mulliken charge in e.
Geometry (Å):
C (-0.75544, 2.61885, 2.35432)  -1.644
C (0.26912, 1.76116, 1.56817)  0.644
C (1.00770, 2.52007, 0.45212)  -0.221
C (1.66881, 3.82661, 0.90304)  0.142
O (1.28983, 4.83101, 0.31412)  -0.584
O (2.60631, 3.82439, 1.86435)  -0.439
C (-0.41720, 0.46726, 1.04752)  -1.746
C (0.45841, -0.56946, 0.28176)  1.531
O (1.82051, -0.50882, 0.76926)  -0.623
C (0.45089, -0.28724, -1.28322)  -1.184
C (-0.14837, -1.47004, -2.07604)  -0.135
C (0.75145, -2.69230, -1.80717)  -0.988
C (0.80659, -2.99846, -0.28714)  -1.249
C (-0.05877, -2.01876, 0.51145)  -0.150
C (-1.49096, -2.17904, -0.06988)  -1.134
N (-1.48501, -1.72790, -1.50245)  0.069
C (-2.70702, -1.05854, -2.01231)  -0.952
H (-1.55928, 2.98668, 1.71211)  0.360
H (-1.17064, 2.10888, 3.21288)  0.403
H (-0.26044, 3.52204, 2.71674)  0.444
H (1.04312, 1.43067, 2.27136)  0.320
H (1.81403, 1.92330, 0.08337)  0.347
H (0.33633, 2.75700, -0.36012)  0.221
H (2.84689, 4.75043, 2.02253)  0.364
H (-0.82830, -0.07096, 1.91342)  0.375
H (-1.24938, 0.79856, 0.41582)  0.229
H (2.42069, -1.03785, 0.21404)  0.553
H (-0.11295, 0.59085, -1.54340)  0.217
H (1.49572, -0.10213, -1.60948)  0.336
H (-0.14366, -1.21531, -3.14124)  0.617
H (1.75606, -2.46103, -2.22292)  0.408
H (0.31460, -3.53788, -2.34489)  0.368
H (1.85337, -2.97823, 0.08224)  0.392
H (0.44358, -4.01130, -0.08190)  0.439
H (-0.04388, -2.27828, 1.58588)  0.531
H (-2.20918, -1.58888, 0.51507)  0.370
H (-1.80690, -3.23554, -0.04000)  0.448
H (-2.62047, -0.85730, -3.06656)  0.312
H (-3.56152, -1.73403, -1.89369)  0.332
H (-2.82466, -0.09849, -1.46919)  0.277